# 1
The following is a quantum chemistry calculation of one molecule with the formula C17H23N3O in a non-equilibrium geometry, from the Open Molecules 2025 dataset.

Last column: Löwdin charge in e.
Element x y z (Å)
O: -4.15155 -1.26952 1.21442  0.0693
N: -0.14484 0.91957 0.65122  0.1514
N: -2.06526 1.50577 1.94469  0.1028
N: -2.08951 -0.43459 0.74726  0.0791
C: 0.04255 -3.44644 -0.24346  -0.1663
C: 2.96969 -0.20602 0.15649  -0.0810
C: 2.36032 4.24082 0.33382  -0.1025
C: -1.41551 0.72402 1.14854  -0.3201
C: -3.42434 0.89841 2.08549  -0.0741
C: 2.24345 0.68623 -0.85946  -0.1983
C: 2.66908 3.02478 -0.27783  -0.0454
C: 1.16116 4.41013 0.99579  -0.0826
C: 0.22122 -3.01262 -1.71532  -0.1889
C: -1.44120 -1.14237 -1.51664  -0.1342
C: 1.82275 1.93541 -0.16855  -0.2046
C: 0.28596 3.31388 1.10427  -0.0044
C: -0.38183 -2.19320 0.54636  -0.1388
C: -3.31594 -0.38700 1.30270  -0.4296
C: -1.02291 -2.36053 -2.34830  -0.1762
C: 0.62671 2.07837 0.53988  -0.1744
C: -1.61864 -1.55837 -0.04493  -0.2573
H: -2.36427 -0.74836 -1.92093  0.1194
H: -2.37590 -2.35503 -0.01657  0.1596
H: 2.97748 -1.21601 -0.22978  0.0595
H: 0.90430 5.36520 1.44268  0.1025
H: 1.39277 0.17737 -1.27547  0.0742
H: 0.50370 -3.88060 -2.28590  0.0986
H: -3.64062 0.72560 3.13250  0.1196
H: 1.07640 -2.32712 -1.74979  0.1020
H: 0.94123 -3.83121 0.21909  0.1053
H: -0.64100 3.42924 1.61844  0.0800
H: 3.04632 5.09202 0.24872  0.1033
H: 2.47647 -0.19514 1.13358  0.0829
H: 3.58118 2.94023 -0.87836  0.1172
H: -0.68952 -0.36062 -1.65197  0.0998
H: -0.67206 -4.26458 -0.19670  0.1129
H: -0.60536 -2.44429 1.57342  0.1256
H: 0.47425 -1.49996 0.56116  0.0918
H: 0.20637 0.14020 0.11946  0.0649
H: 2.96826 0.91892 -1.64284  0.1171
H: 4.00344 0.11184 0.27296  0.0792
H: -4.20440 1.55488 1.67601  0.1286
H: -1.89581 -3.02731 -2.37775  0.1194
H: -0.79459 -2.03198 -3.36840  0.1128

Forces on the atoms, in the same order (eV/Å):
0.148 0.286 -0.117
-0.808 -0.559 0.091
-0.303 -0.369 -0.687
0.618 -0.011 -0.131
-0.443 1.105 -0.438
-0.210 -0.293 -0.203
0.549 0.550 -0.342
0.346 1.172 0.433
1.438 0.563 -0.458
0.720 -0.036 0.954
0.028 0.660 0.205
-0.341 -0.998 0.021
0.083 -0.460 0.294
0.239 -0.533 -0.188
0.399 1.012 -0.712
0.626 0.243 -0.265
0.434 -0.512 -0.002
-2.044 -1.064 0.749
0.224 0.345 0.614
0.020 0.540 0.475
0.054 0.207 -0.868
-0.356 0.198 0.114
-0.247 0.587 0.142
0.159 -0.495 0.108
-0.033 -0.161 -0.049
-0.262 -0.361 -0.524
0.205 -0.374 -0.414
-0.143 -0.197 0.151
-0.131 0.129 -0.165
0.474 -0.086 -0.233
-0.441 -0.121 0.271
-0.217 -0.412 -0.013
0.099 -0.038 -0.108
-0.293 -0.023 0.293
-0.004 0.054 0.213
-0.424 0.094 0.169
0.038 -0.058 0.440
-0.152 -0.388 0.047
-0.138 0.282 0.126
-0.417 0.008 -0.190
-0.018 0.107 0.148
0.218 -0.170 0.039
0.393 -0.210 -0.096
-0.087 -0.213 0.105

The gap between HOMO and LUMO is 8.902 eV. The value obtained for the HOMO energy is -8.177 eV. As for the SMILES: CCc1ccccc1NC1=NCC(=O)N1C1CCCCC1. The calculation puts the total energy at -901.1338 hartree.

---

# 2
The following is a quantum chemistry calculation of one molecule with the formula C17H23N3O3 in a non-equilibrium geometry, from the Open Molecules 2025 dataset.

Last column: Löwdin charge in e.
Element x y z (Å)
O: -1.03606 -0.29550 3.00003  0.0502
O: -1.62423 2.81755 0.04343  0.1307
O: -3.49019 2.20745 -1.03432  0.0921
N: 4.07302 -1.75705 -1.06579  0.0602
N: 1.13043 1.20107 2.35414  0.0306
N: -1.87431 0.18643 1.14847  0.1055
C: -4.34266 -0.80112 -0.53693  -0.2188
C: -2.83131 -0.62282 -0.93169  -0.3186
C: 5.03304 0.52694 -1.70428  -0.0119
C: 2.76407 -1.14932 0.58504  -0.2033
C: -2.25338 -2.06344 -0.54599  -0.0469
C: -0.76430 -0.03838 1.84560  -0.4782
C: 0.68085 0.26202 1.38414  -0.2787
C: -1.97979 0.38273 -0.29838  -0.2085
C: 3.51967 -0.01075 0.23225  -0.1667
C: 4.23202 -0.37584 -0.96222  -0.1869
C: 1.53366 -1.15583 1.48517  -0.0335
C: 5.04444 1.91452 -1.25311  -0.0789
C: 4.31302 2.24596 -0.08325  -0.0880
C: 3.11359 -2.15631 -0.21598  -0.0991
C: -5.46722 -0.15128 -1.38434  -0.1015
C: -2.44541 1.90671 -0.47701  -0.4082
C: 3.59853 1.27110 0.71030  -0.0194
H: 0.51072 2.01877 2.33573  0.1028
H: 0.95861 -2.10899 1.20631  0.1257
H: -0.92853 0.20307 -0.74317  0.1715
H: 4.27116 -2.26731 -1.95435  0.1746
H: 0.65024 0.64213 0.36030  0.1291
H: 4.08877 3.26301 0.08674  0.0705
H: -4.47456 -1.87576 -0.73464  0.0914
H: -5.38186 1.00107 -1.32363  0.0783
H: -6.45375 -0.54118 -1.01937  0.0795
H: -2.04043 3.66359 -0.10968  0.1220
H: -2.41934 -1.97209 0.54758  0.0735
H: -2.76090 -0.60025 -2.07336  0.1676
H: 3.06404 1.55524 1.69469  0.1154
H: -2.86204 -2.84889 -0.92128  0.0572
H: 0.81204 0.82641 3.27484  0.1037
H: 5.42149 0.08227 -2.58138  0.0793
H: 5.61874 2.61474 -1.89946  0.0989
H: 2.84763 -3.15171 -0.02915  0.1156
H: 1.65882 -1.27046 2.59012  0.1189
H: -5.32842 -0.41169 -2.43503  0.0634
H: -4.48033 -0.65228 0.50783  0.0973
H: -1.09439 -2.15899 -0.63759  0.1114
H: -2.60518 -0.35549 1.56263  0.1299

Forces on the atoms, in the same order (eV/Å):
1.421 -1.082 1.800
0.556 -0.908 0.254
1.464 -0.223 0.765
1.437 -0.108 -3.423
-0.208 0.953 1.988
-0.665 0.165 -3.148
0.136 -0.451 -1.939
-1.467 -3.187 -2.635
-1.790 0.846 2.371
-2.012 0.648 2.211
2.038 2.619 1.786
0.212 0.374 0.804
-1.216 -3.009 -0.279
2.233 2.254 0.448
0.728 0.098 -1.638
0.962 0.781 0.990
-0.858 0.203 0.337
-0.265 -2.549 -0.818
-0.478 -2.006 -0.335
-0.191 -0.080 0.887
0.496 1.771 0.834
-1.293 -1.452 -1.328
0.356 2.552 0.366
0.433 0.065 -0.541
0.215 1.647 0.225
-1.534 0.830 0.580
-0.166 0.691 1.360
0.496 0.125 0.245
0.405 1.092 0.646
-0.292 0.284 0.500
-0.557 -1.969 -0.036
0.815 0.565 -0.417
-0.274 0.713 -0.087
0.198 -1.150 -0.419
-0.161 0.591 1.432
0.966 -0.337 -2.095
0.066 -0.690 -0.596
0.693 -0.068 -0.722
1.005 0.381 -0.944
-0.742 -0.249 0.874
-0.456 -1.339 -0.491
0.455 0.161 -0.784
-0.120 -0.097 0.039
-0.219 0.262 0.957
-2.072 -0.052 -0.325
-0.748 0.336 0.300

The gap between HOMO and LUMO is 8.196 eV. The value obtained for the HOMO energy is -7.677 eV. As for the SMILES: CC[C@H](C)[C@H](NC(=O)[C@@H](N)Cc1c[nH]c2ccccc12)C(=O)O. The calculation puts the total energy at -1051.5160 hartree.

---

# 3
The following is a quantum chemistry calculation of one molecule with the formula C17H23N3O3S in a non-equilibrium geometry, from the Open Molecules 2025 dataset.

Last column: Löwdin charge in e.
Element x y z (Å)
S: 2.83370 5.80503 -1.53357  1.0080
O: -2.69943 -2.78215 2.72482  -0.0121
O: -0.47103 0.43678 -1.56541  0.0573
O: -1.54300 -4.25197 1.44909  0.0922
N: -0.47475 -2.56222 2.50980  -0.0459
N: 0.82384 0.62474 0.27113  0.1015
N: 0.94798 2.72261 -2.70710  0.0004
C: 1.40047 -1.51815 1.31926  -0.1123
C: 1.58463 3.91551 -2.79148  -0.2747
C: 1.00409 2.29829 -1.39896  -0.1278
C: -1.57321 -3.27419 2.15895  -0.5395
C: 1.89861 4.87042 -3.78534  -0.1074
C: -0.50370 -0.13402 2.19717  -0.0926
C: -3.99585 -4.72908 3.42353  -0.0626
C: -3.88802 -3.53324 2.48822  -0.2196
C: 2.56336 5.92337 -3.24665  -0.4072
C: 1.56108 1.22101 -4.54150  -0.0576
C: 1.66374 3.25417 -0.63209  -0.0130
C: -0.53294 -1.29734 3.20193  -0.1345
C: 0.37738 1.05116 -0.93879  -0.4098
C: 0.44290 1.99338 -3.84508  -0.1729
C: 0.28823 -0.53705 0.93930  -0.3022
C: 2.02738 4.27467 -1.51154  -0.4872
C: 0.77696 -2.82438 1.82530  -0.1272
H: 0.55207 -3.49869 0.99609  0.1241
H: 1.52374 1.15987 0.75747  0.1303
H: -1.43614 -1.26366 3.80873  0.1229
H: 0.33503 -1.24959 3.86681  0.1268
H: 1.46688 -3.33561 2.50729  0.1272
H: -1.51697 0.14445 1.90920  0.1196
H: -0.37948 -1.01502 0.21462  0.1533
H: -0.32679 1.30442 -3.49535  0.1061
H: -3.89496 -3.86941 1.44641  0.1216
H: 1.16816 0.71100 -5.41640  0.0737
H: 2.35646 1.89475 -4.85440  0.0710
H: 1.83063 3.23977 0.42672  0.1033
H: -4.94126 -5.23753 3.25745  0.0762
H: -4.70280 -2.82545 2.65644  0.1222
H: -0.03479 0.73541 2.66278  0.1143
H: 1.65178 4.78879 -4.82817  0.1061
H: 2.02776 -1.72469 0.45219  0.1211
H: 2.02873 -1.06679 2.09059  0.1156
H: -3.18225 -5.42254 3.22641  0.0741
H: -3.94252 -4.40438 4.46019  0.0762
H: 1.97874 0.47840 -3.86588  0.0770
H: -0.00263 2.71505 -4.53542  0.1249
H: 2.92820 6.79410 -3.75475  0.0588

Forces on the atoms, in the same order (eV/Å):
-0.209 -0.285 -0.240
0.267 0.197 0.051
-0.151 -0.090 -0.187
-0.194 -0.298 -0.252
-0.090 0.073 0.015
0.066 0.025 0.096
-0.108 0.054 0.246
-0.286 0.004 -0.101
0.293 0.305 0.970
0.174 0.432 0.241
0.012 -0.024 0.220
0.061 0.198 -0.293
0.029 -0.244 -0.023
0.200 0.334 -0.175
-0.352 -0.405 -0.146
0.024 -0.050 0.246
-0.190 0.145 0.097
-0.193 -0.399 -0.101
-0.206 0.316 0.149
0.094 -0.148 0.285
-0.076 -0.458 -0.541
0.010 -0.112 0.085
0.084 0.263 -0.587
0.222 -0.278 -0.089
0.102 0.094 0.114
0.015 0.011 -0.127
0.197 0.022 0.038
-0.079 0.022 0.020
-0.017 -0.021 -0.116
-0.029 0.073 0.006
0.106 0.053 0.140
0.085 0.251 -0.104
-0.059 0.125 0.154
-0.005 -0.081 -0.117
0.089 0.017 -0.048
-0.041 -0.088 0.212
-0.114 -0.080 0.008
0.103 -0.074 -0.060
-0.002 0.056 -0.002
-0.017 0.035 -0.204
0.040 0.023 0.033
0.091 0.044 0.019
0.016 -0.083 0.002
-0.042 -0.001 0.101
0.052 -0.080 0.044
-0.014 -0.031 0.101
0.042 0.153 -0.177

The gap between HOMO and LUMO is 8.617 eV. The value obtained for the HOMO energy is -7.992 eV. As for the SMILES: CCOC(=O)N1CCC(NC(=O)c2cc3sccc3n2CC)CC1. The calculation puts the total energy at -1449.8181 hartree.